{
  "formula": "C14H23F6IrN8O4S2",
  "method": "the ωB97M-V functional and the def2-TZVPD basis",
  "de_lowest_kj_mol": 40.3,
  "multiplicity": 5,
  "e_tot_ha": -2785.4621,
  "gap_ev": [10.68, 6.76],
  "e_lumo_ev": [-5.30, -9.31],
  "charge": 2,
  "homo_ev": [-15.98, -16.07],
  "symbols": ["Ir", "F", "C", "F", "F", "S", "O", "O", "N", "S", "O", "O", "C", "F", "F", "F", "C", "C", "C", "C", "N", "C", "N", "N", "N", "H", "H", "H", "H", "H", "H", "H", "H", "H", "H", "C", "C", "N", "C", "N", "C", "C", "C", "N", "C", "H", "H", "H", "H", "H", "H", "H", "H", "H", "H", "H", "H", "H"],
  "xyz": [[-0.170, -0.148, -0.283], [1.647, -0.522, 3.435], [2.271, 0.637, 3.294], [3.523, 0.533, 3.666], [1.650, 1.569, 3.990], [2.263, 1.129, 1.465], [1.700, -0.097, 0.791], [3.579, 1.479, 1.090], [1.269, 2.355, 1.314], [-0.263, 2.124, 1.255], [-0.737, 2.018, -0.161], [-0.744, 0.958, 1.994], [-1.013, 3.673, 1.970], [-2.316, 3.487, 1.976], [-0.549, 3.820, 3.188], [-0.682, 4.688, 1.205], [4.189, 1.657, -4.028], [3.230, 1.514, -5.205], [2.190, 2.629, -5.219], [2.576, 0.135, -5.268], [1.735, -0.136, -4.074], [2.095, -0.490, -2.845], [0.995, -0.555, -2.121], [-0.025, -0.197, -2.934], [0.410, 0.058, -4.103], [4.757, 2.581, -4.121], [4.909, 0.838, -3.975], [3.655, 1.724, -3.075], [3.815, 1.560, -6.129], [1.555, 2.593, -4.329], [1.547, 2.577, -6.097], [2.680, 3.602, -5.220], [3.303, -0.675, -5.318], [1.890, 0.047, -6.109], [3.101, -0.698, -2.522], [-4.367, -3.249, -2.016], [-3.309, -2.464, -2.759], [-2.389, -1.868, -1.779], [-2.160, -2.375, -0.573], [-1.267, -1.692, 0.255], [-1.077, -2.158, 1.652], [-2.217, -3.014, 2.146], [-2.475, -4.103, 1.136], [-2.747, -3.489, -0.175], [-3.688, -4.209, -1.064], [-4.980, -3.809, -2.720], [-5.025, -2.575, -1.466], [-3.735, -1.650, -3.341], [-2.742, -3.108, -3.434], [-1.937, -1.006, -2.044], [-0.940, -1.272, 2.269], [-0.135, -2.717, 1.668], [-3.118, -2.416, 2.296], [-1.945, -3.448, 3.107], [-3.353, -4.690, 1.393], [-1.627, -4.786, 1.044], [-4.410, -4.699, -0.416], [-3.132, -4.984, -1.597]],
  "forces_ev_per_angstrom": [[0.3, 0.1, -0.2], [0.0, 0.0, 0.0], [0.0, 0.0, 0.0], [0.0, 0.0, 0.0], [0.0, 0.0, 0.0], [-0.1, 0.1, -0.1], [0.1, 0.2, 0.1], [0.0, -0.1, 0.0], [0.1, -0.1, 0.2], [-0.3, -0.3, 0.0], [0.2, -0.1, 0.2], [0.1, 0.4, 0.1], [0.0, 0.1, -0.1], [0.0, 0.0, 0.0], [0.0, 0.0, 0.0], [0.0, 0.0, 0.0], [0.0, 0.0, 0.0], [0.0, 0.0, 0.0], [0.0, 0.0, 0.0], [-0.2, -0.1, 0.1], [0.0, 0.1, -0.1], [0.1, -0.1, 0.1], [-0.2, 0.3, -0.1], [0.0, -0.1, -0.2], [0.0, -0.1, 0.0], [0.0, 0.0, 0.0], [0.0, 0.0, 0.0], [0.0, 0.0, 0.0], [0.0, 0.0, 0.0], [0.0, 0.0, 0.0], [0.0, 0.0, 0.0], [0.0, 0.0, 0.0], [0.0, 0.0, 0.0], [0.0, 0.0, 0.0], [0.0, 0.0, 0.0], [0.0, 0.0, 0.0], [0.1, 0.1, 0.0], [-0.1, 0.0, 0.0], [0.2, 0.1, 0.2], [-0.5, -0.5, 0.1], [0.1, 0.1, -0.2], [0.0, 0.0, 0.1], [0.0, 0.0, -0.1], [-0.1, -0.1, 0.0], [0.1, 0.1, 0.1], [0.0, 0.0, 0.0], [0.0, 0.0, 0.0], [0.0, 0.0, 0.0], [0.0, 0.0, 0.0], [0.1, 0.0, 0.0], [0.0, 0.0, 0.0], [0.0, 0.0, 0.0], [0.0, 0.0, 0.0], [0.0, 0.0, 0.0], [0.0, 0.0, 0.0], [0.0, 0.0, 0.0], [0.0, 0.0, 0.0], [0.0, 0.0, 0.0]],
  "mulliken_charge": [1.659, -0.185, 0.642, -0.171, -0.204, 1.129, -0.772, -0.534, -0.482, 1.352, -0.797, -0.647, 0.445, -0.158, -0.147, -0.162, -1.431, 0.812, -1.351, -1.106, 0.612, -0.222, -0.204, 0.101, -0.907, 0.413, 0.364, 0.299, 0.307, 0.242, 0.377, 0.419, 0.483, 0.352, 0.579, -0.686, -0.575, 0.066, 0.821, -0.678, -0.243, -0.817, -0.612, 0.095, -0.532, 0.375, 0.300, 0.394, 0.301, 0.005, 0.353, 0.239, 0.317, 0.410, 0.416, 0.267, 0.408, 0.268]
}

{
  "formula": "C14H23F6LaN2OPS3",
  "method": "the ωB97M-V functional and the def2-TZVPD basis",
  "de_lowest_kj_mol": 160.0,
  "multiplicity": 2,
  "e_tot_ha": -2898.2131,
  "gap_ev": [5.58, 2.09],
  "e_lumo_ev": [-7.36, -10.85],
  "charge": 2,
  "homo_ev": [-12.94, -12.94],
  "symbols": ["La", "C", "C", "N", "C", "C", "S", "C", "C", "S", "C", "N", "C", "H", "H", "H", "H", "H", "H", "H", "H", "F", "P", "F", "F", "F", "F", "F", "H", "C", "C", "C", "S", "O", "C", "C", "C", "H", "H", "H", "H", "H", "H", "H", "H", "H", "H", "H", "H", "H", "H"],
  "xyz": [[1.659, -1.069, 0.613], [1.998, 0.314, 4.564], [1.278, -1.007, 4.491], [0.919, -1.704, 3.434], [0.235, -2.858, 3.725], [0.098, -3.111, 5.102], [0.823, -1.775, 5.978], [-0.050, -3.674, 2.572], [-1.030, -4.609, 2.365], [-0.947, -5.079, 0.647], [0.331, -4.077, 0.345], [0.719, -3.422, 1.427], [0.949, -3.975, -0.999], [2.964, 0.297, 4.124], [1.969, 0.619, 5.586], [1.435, 1.085, 4.007], [-0.431, -3.898, 5.594], [-1.806, -4.977, 3.046], [1.653, -3.154, -1.113], [0.237, -3.739, -1.761], [1.458, -4.875, -1.317], [2.738, -1.280, -1.022], [1.721, -1.115, -7.233], [1.243, -2.330, -6.636], [0.353, -0.486, -7.334], [2.765, -1.039, -6.053], [2.104, 0.408, -7.738], [2.456, -1.859, -8.245], [3.652, -1.739, 1.035], [-1.078, 5.075, -1.779], [0.045, 4.950, -0.650], [0.450, 3.488, -0.268], [-0.681, 2.106, -0.442], [0.073, 1.011, 0.371], [-2.144, 2.539, 0.625], [-3.339, 1.718, 0.030], [-2.959, 0.307, -0.425], [-1.112, 6.124, -2.107], [-2.126, 4.943, -1.515], [-0.786, 4.544, -2.672], [-0.357, 5.569, 0.157], [1.017, 5.372, -0.955], [0.762, 3.515, 0.788], [1.363, 3.248, -0.837], [-2.357, 3.577, 0.604], [-1.832, 2.266, 1.661], [-3.727, 2.308, -0.858], [-4.146, 1.640, 0.774], [-2.839, -0.382, 0.425], [-2.029, 0.338, -0.968], [-3.693, -0.127, -1.164]],
  "forces_ev_per_angstrom": [[-1.2, 0.9, 2.7], [-2.1, -0.2, -0.7], [-0.2, -0.6, -0.8], [0.4, 1.1, 0.2], [1.0, 0.3, -0.9], [0.5, 2.1, 0.8], [-1.0, -1.9, -0.2], [0.9, 0.3, -0.7], [-0.5, -1.0, -1.7], [-2.4, -1.5, 2.1], [1.3, 1.0, 1.5], [-0.1, 0.7, -0.5], [0.4, 0.6, -0.1], [1.1, -0.3, -0.1], [0.6, 0.4, 0.7], [0.0, -0.4, 0.1], [-0.1, -0.4, 0.2], [0.4, 0.1, -0.4], [0.5, -0.2, 0.4], [-0.9, -0.2, -0.4], [0.1, -0.4, 0.2], [1.1, -0.2, -3.5], [3.8, 8.2, 1.1], [-4.2, -6.3, 3.1], [-3.5, -0.9, 0.3], [-0.1, 1.5, 0.0], [2.0, -1.4, 0.0], [2.0, -1.1, -4.5], [-0.2, 0.3, 1.0], [1.6, 1.3, 0.1], [-1.6, -0.4, -1.1], [0.4, 1.4, 0.9], [0.4, 0.4, 0.8], [0.0, -0.1, -0.3], [0.5, -2.0, -0.1], [-0.2, 0.7, -0.5], [-0.9, -0.5, -0.5], [0.3, -0.1, 0.1], [0.2, -0.8, 0.5], [-0.2, -0.5, -0.2], [0.4, -0.5, 0.4], [-0.7, 0.3, -0.2], [-0.1, -0.3, -0.2], [-0.6, -0.4, 0.0], [0.0, 1.1, -0.2], [-0.3, 0.0, -0.8], [0.4, -0.7, 1.1], [0.2, 0.3, -0.3], [-0.1, 0.2, -0.2], [0.3, -0.3, -0.3], [0.5, 0.5, 1.0]],
  "mulliken_charge": [1.426, -1.113, 0.568, 0.012, -0.052, -0.400, 0.023, 0.291, -0.293, -0.077, 1.004, -0.531, -1.218, 0.328, 0.418, 0.301, 0.465, 0.434, 0.263, 0.430, 0.350, -0.514, 1.134, -0.282, -0.145, -0.215, -0.361, -0.132, -0.263, -1.158, -0.443, -0.523, 0.087, -0.431, -0.697, -0.384, -1.040, 0.389, 0.304, 0.338, 0.277, 0.376, 0.237, 0.430, 0.423, 0.390, 0.224, 0.361, 0.226, 0.396, 0.366]
}

{
  "formula": "C14H23NO4Se3SiSn",
  "method": "the ωB97M-V functional and the def2-TZVPD basis",
  "de_lowest_kj_mol": 2.0,
  "e_tot_ha": -8610.6658,
  "gap_ev": 8.03,
  "e_lumo_ev": -7.06,
  "charge": 2,
  "homo_ev": -15.09,
  "symbols": ["Sn", "O", "C", "O", "C", "C", "C", "C", "C", "N", "C", "O", "O", "H", "H", "H", "H", "C", "Se", "C", "C", "Se", "C", "H", "H", "H", "H", "H", "H", "H", "H", "H", "H", "C", "Si", "C", "C", "Se", "H", "H", "H", "H", "H", "H", "H", "H", "H"],
  "xyz": [[-0.339, 0.534, -0.050], [0.385, 4.074, 2.833], [0.036, 3.011, 2.150], [-0.387, 3.008, 1.012], [0.172, 1.734, 2.915], [0.492, 1.652, 4.255], [0.524, 0.393, 4.853], [0.230, -0.731, 4.100], [-0.070, -0.561, 2.757], [-0.095, 0.642, 2.188], [-0.418, -1.720, 1.848], [-0.519, -2.835, 2.261], [-0.608, -1.368, 0.577], [0.266, 4.878, 2.300], [0.703, 2.551, 4.815], [0.769, 0.299, 5.902], [0.228, -1.729, 4.515], [-3.700, -0.114, 0.688], [-2.826, 1.471, -0.032], [-3.243, 1.259, -1.935], [-3.038, -0.123, -2.507], [-1.178, -0.723, -2.480], [-1.506, -2.601, -2.087], [-4.744, -0.070, 0.385], [-3.632, -0.043, 1.771], [-3.217, -1.021, 0.337], [-2.643, 2.023, -2.433], [-4.291, 1.550, -2.016], [-3.346, -0.110, -3.552], [-3.628, -0.878, -1.991], [-2.027, -2.702, -1.141], [-0.535, -3.084, -2.023], [-2.071, -3.014, -2.919], [4.645, 0.481, -1.572], [2.946, -0.195, -1.843], [2.589, -1.705, -0.824], [2.505, -0.363, -3.631], [1.649, 1.612, -0.957], [5.373, -0.215, -1.997], [4.872, 0.607, -0.513], [4.781, 1.441, -2.072], [3.221, -2.521, -1.187], [1.555, -2.048, -0.888], [2.834, -1.547, 0.228], [3.167, -1.099, -4.097], [2.646, 0.586, -4.149], [1.476, -0.686, -3.793]],
  "forces_ev_per_angstrom": [[-0.1, 0.0, 0.0], [0.0, -0.1, 0.0], [0.0, 0.1, 0.1], [0.0, 0.0, -0.1], [0.0, 0.0, 0.0], [0.0, 0.0, 0.0], [0.0, 0.0, 0.0], [0.0, 0.0, 0.0], [0.0, 0.0, 0.0], [0.0, -0.1, 0.0], [0.1, 0.0, 0.0], [0.0, 0.0, 0.0], [0.0, 0.0, 0.0], [0.0, 0.0, 0.0], [0.0, 0.0, 0.0], [0.0, 0.0, 0.0], [0.0, 0.0, 0.0], [0.0, 0.0, 0.0], [0.1, -0.1, 0.0], [0.0, 0.1, 0.1], [0.0, -0.1, -0.1], [0.0, 0.0, 0.0], [0.0, 0.0, 0.0], [0.0, 0.0, 0.0], [0.0, 0.0, 0.0], [0.0, 0.0, 0.0], [0.0, 0.0, 0.0], [0.0, 0.0, 0.0], [0.0, 0.0, 0.0], [0.0, 0.0, 0.0], [0.0, 0.0, 0.0], [0.0, 0.0, 0.0], [0.0, 0.0, 0.0], [0.0, 0.0, 0.0], [0.0, 0.0, 0.1], [0.0, -0.1, 0.0], [0.0, 0.0, 0.0], [0.1, 0.1, 0.0], [0.0, 0.0, 0.0], [0.0, 0.0, 0.0], [0.0, 0.0, 0.0], [0.0, 0.0, 0.0], [0.0, 0.0, 0.0], [0.0, 0.0, 0.0], [0.0, 0.0, 0.0], [0.0, 0.0, 0.0], [0.0, 0.0, 0.0]],
  "mulliken_charge": [1.218, -0.399, 0.035, -0.548, 0.617, -0.618, -0.460, -0.790, 0.598, 0.160, 0.139, -0.545, -0.335, 0.410, 0.587, 0.492, 0.589, -0.885, 0.169, -0.876, -0.732, 0.071, -1.015, 0.450, 0.365, 0.188, 0.459, 0.492, 0.495, 0.429, 0.324, 0.334, 0.452, -1.074, 0.394, -0.833, -0.804, -0.293, 0.350, 0.317, 0.366, 0.460, 0.116, 0.262, 0.368, 0.302, 0.203]
}